Density functional theory data (ωB97M-V/def2-TZVPD) for 16 unconnected molecules or ions with the total composition C48H112N16O16.

Each line ends with the Mulliken charge.
Cartesian coordinates (Å):
C -0.58 -3.57 -0.85  -0.011
O -1.06 -3.46 0.29  -0.633
N 0.72 -3.53 -1.23  0.403
C 1.01 -3.21 -2.64  -1.087
C 1.89 -3.50 -0.34  -0.210
H -1.25 -3.69 -1.72  0.265
H 1.29 -2.17 -2.77  0.031
H 0.27 -3.54 -3.37  0.472
H 1.88 -3.83 -2.88  0.409
H 2.34 -4.48 -0.18  0.351
H 2.57 -2.75 -0.74  -0.082
H 1.46 -3.24 0.63  -0.208
C -2.31 2.15 -6.21  0.503
O -2.71 2.38 -7.39  -0.685
N -2.93 2.51 -5.11  0.167
C -2.45 2.27 -3.76  0.366
C -4.31 3.08 -5.08  -0.985
H -1.46 1.51 -5.96  0.051
H -3.07 1.56 -3.20  -0.007
H -2.37 3.22 -3.23  0.243
H -1.47 1.79 -3.82  -0.742
H -4.76 3.10 -6.07  0.384
H -5.02 2.54 -4.44  0.313
H -4.26 4.09 -4.68  0.310
C 0.51 -3.97 -6.88  0.204
O -0.30 -4.32 -7.74  -0.625
N 0.69 -2.70 -6.49  0.265
C 1.70 -2.25 -5.52  -0.502
C -0.04 -1.67 -7.09  -1.139
H 1.12 -4.72 -6.35  0.360
H 1.23 -1.68 -4.72  0.084
H 2.43 -1.61 -6.00  0.459
H 2.29 -3.10 -5.18  -0.033
H -0.78 -2.02 -7.81  0.382
H -0.59 -0.99 -6.45  0.281
H 0.61 -0.96 -7.60  0.358
C 5.63 -3.00 -5.00  0.104
O 6.49 -2.30 -5.55  -0.625
N 5.53 -2.99 -3.65  0.178
C 4.89 -4.02 -2.83  -0.785
C 6.17 -1.96 -2.83  -0.903
H 4.98 -3.79 -5.42  0.335
H 5.52 -4.87 -2.55  0.354
H 4.13 -4.50 -3.44  0.309
H 4.43 -3.70 -1.90  0.168
H 6.92 -1.40 -3.39  0.414
H 5.46 -1.21 -2.49  0.064
H 6.82 -2.44 -2.10  0.440
C -3.12 -5.84 1.28  0.086
O -2.77 -6.65 2.11  -0.625
N -4.37 -5.35 1.00  0.284
C -4.54 -4.07 0.42  -0.517
C -5.54 -5.89 1.64  -1.071
H -2.43 -5.39 0.55  0.327
H -3.62 -3.53 0.21  0.023
H -5.08 -3.49 1.18  0.222
H -5.05 -4.23 -0.52  0.207
H -5.88 -5.35 2.52  0.316
H -6.40 -5.81 0.97  0.404
H -5.56 -6.97 1.77  0.332
C 7.44 1.39 2.05  0.249
O 8.46 0.73 2.32  -0.660
N 6.74 1.10 0.93  0.160
C 5.60 1.89 0.56  -0.773
C 7.04 -0.01 -0.01  -1.002
H 7.02 2.24 2.61  0.319
H 5.44 2.72 1.24  0.320
H 4.70 1.27 0.47  0.003
H 5.79 2.28 -0.44  0.399
H 6.18 -0.56 -0.39  0.132
H 7.63 0.36 -0.85  0.489
H 7.67 -0.72 0.53  0.361
C -6.13 -1.13 4.46  0.080
O -7.00 -0.94 5.36  -0.662
N -5.67 -0.25 3.59  0.129
C -5.08 -0.63 2.28  -0.035
C -6.01 1.23 3.76  -1.030
H -5.79 -2.15 4.24  0.381
H -5.16 -1.70 2.07  -0.495
H -4.09 -0.20 2.37  0.177
H -5.58 0.01 1.56  0.407
H -6.73 1.30 2.95  0.405
H -6.66 1.44 4.61  0.372
H -5.08 1.80 3.70  0.241
C 3.75 1.92 4.01  0.043
O 4.93 1.90 3.81  -0.585
N 3.18 1.32 5.10  0.227
C 1.75 1.34 5.10  -0.379
C 3.84 0.38 6.12  -0.879
H 3.03 2.56 3.47  0.481
H 1.33 0.36 4.91  -0.019
H 1.29 2.07 4.43  0.092
H 1.41 1.75 6.05  0.169
H 3.42 -0.58 5.82  0.229
H 4.91 0.34 5.90  0.319
H 3.69 0.68 7.16  0.288
C 2.95 1.23 -2.50  0.220
O 2.48 0.14 -2.24  -0.190
N 2.61 2.16 -3.45  0.583
C 3.52 3.33 -3.81  -0.858
C 1.43 1.96 -4.30  -0.640
H 3.87 1.65 -2.07  -0.250
H 2.98 4.27 -3.89  0.274
H 4.07 3.14 -4.73  0.375
H 4.33 3.52 -3.11  0.228
H 0.69 1.20 -4.06  -0.323
H 0.89 2.90 -4.21  0.337
H 1.79 1.84 -5.32  0.383
C 0.18 4.27 -1.60  -0.093
O -0.49 3.27 -1.34  -0.496
N 0.71 4.98 -0.62  0.369
C 1.52 6.20 -0.79  -1.021
C 0.54 4.54 0.75  -0.912
H 0.39 4.60 -2.63  0.383
H 1.74 6.55 -1.80  0.338
H 2.54 6.03 -0.45  0.346
H 1.02 7.01 -0.27  0.332
H 1.43 4.56 1.39  0.380
H -0.09 5.24 1.29  0.389
H 0.14 3.54 0.89  -0.069
C -2.25 -2.96 3.28  0.404
O -3.35 -3.28 3.63  -0.630
N -1.41 -2.19 3.92  0.216
C 0.00 -2.23 3.54  -0.343
C -1.75 -1.35 5.11  -1.055
H -1.80 -3.35 2.35  0.302
H 0.35 -3.26 3.67  0.535
H 0.72 -1.57 4.03  -0.363
H 0.10 -1.93 2.50  -0.082
H -2.82 -1.44 5.25  0.306
H -1.20 -1.41 6.05  0.313
H -1.62 -0.30 4.83  0.355
C -6.13 5.01 -1.31  0.070
O -6.28 4.39 -2.38  -0.557
N -5.31 4.59 -0.29  0.286
C -5.08 5.41 0.89  -0.895
C -4.53 3.36 -0.31  -0.824
H -6.69 5.95 -1.17  0.285
H -5.89 6.13 0.85  0.314
H -4.15 5.98 0.91  0.301
H -5.20 4.88 1.84  0.251
H -4.49 2.93 0.69  0.177
H -5.05 2.64 -0.93  0.346
H -3.47 3.52 -0.50  0.262
C 4.83 -3.60 1.76  -0.035
O 4.76 -3.46 0.49  -0.528
N 4.44 -2.66 2.61  0.458
C 4.63 -2.80 4.01  -0.713
C 3.97 -1.34 2.18  0.347
H 5.28 -4.49 2.23  0.253
H 5.16 -3.74 4.16  0.342
H 3.64 -2.73 4.45  0.174
H 5.22 -1.97 4.42  0.222
H 4.71 -0.55 2.15  -0.065
H 3.58 -1.37 1.16  -0.425
H 3.18 -1.01 2.86  -0.192
C -2.99 -2.80 -3.92  -0.162
O -2.00 -2.09 -3.74  -0.333
N -4.21 -2.57 -3.33  0.342
C -5.38 -3.47 -3.67  -0.913
C -4.42 -1.45 -2.38  -0.353
H -3.00 -3.77 -4.45  0.314
H -6.32 -2.97 -3.90  0.322
H -5.57 -4.01 -2.74  0.265
H -5.12 -4.27 -4.36  0.328
H -3.55 -0.81 -2.29  -0.384
H -5.16 -0.73 -2.75  0.397
H -4.86 -1.72 -1.42  0.292
C -0.76 3.86 5.20  0.085
O -0.66 4.10 3.94  -0.639
N -0.21 4.60 6.15  0.180
C 0.71 5.77 5.85  -0.835
C -0.27 4.00 7.46  -0.957
H -1.38 3.07 5.65  0.282
H 0.27 6.50 5.16  0.291
H 1.68 5.42 5.50  0.246
H 0.72 6.37 6.76  0.352
H -0.38 4.78 8.22  0.356
H -1.23 3.48 7.54  0.374
H 0.47 3.24 7.71  0.278
C 0.91 0.37 0.74  -0.529
O 1.26 0.39 1.94  -0.365
N -0.35 0.19 0.25  1.954
C -0.56 -0.07 -1.15  0.999
C -1.49 0.22 1.14  -1.209
H 1.66 0.25 -0.05  0.361
H 0.30 -0.58 -1.59  -0.968
H -0.82 0.78 -1.77  -0.027
H -1.38 -0.76 -1.34  -0.480
H -2.05 -0.71 1.10  0.086
H -1.21 0.35 2.18  0.212
H -2.09 1.12 0.97  0.227

HOMO level in eV: -8.95
ΔE to the lowest compared entry with this formula, charge and spin in eV: 12.7326
Kohn-Sham gap in eV: 8.83
Strongest force on any atom in eV Å⁻¹: 5.05